Computed, not measured: a 11-piece molecular cluster, C75H165N7O11 overall at a distorted geometry, with ωB97M-V/def2-TZVPD.

Calculated values
**LUMO level**: 0.44 eV
**SMILES string**: CC1(C)CCCC(C)(C)N1O.CC1(C)CCCC(C)(C)N1O.CC1(C)CCCC(C)(C)N1O.CC1(C)CCCC(C)(C)N1O.CC1(C)CCCC(C)(C)N1O.CC1(C)CCCC(C)(C)N1O.CC1(C)CCCC(C)(C)N1O.CC(C)O.CC(C)O.CC(C)O.CC(C)O
**HOMO**: -7.62 eV

```
! RIJCOSX wB97M-V def2-TZVPD def2/J DEFGRID3
* xyz 0 1
C -32.031 5.260 -13.497
C -32.914 6.466 -13.078
C -33.352 7.268 -14.328
C -34.203 5.908 -12.384
C -34.835 6.753 -11.332
C -33.895 7.358 -10.396
C -32.782 8.110 -11.112
C -33.319 9.431 -11.677
C -31.782 8.450 -9.961
N -32.100 7.265 -12.122
O -30.918 7.841 -12.661
H -31.646 4.748 -12.617
H -32.522 4.646 -14.252
H -31.134 5.661 -13.973
H -32.519 7.692 -14.890
H -33.850 6.506 -14.928
H -34.024 8.083 -14.061
H -34.955 5.668 -13.137
H -33.947 4.931 -11.967
H -35.443 7.482 -11.879
H -35.637 6.197 -10.839
H -33.572 6.593 -9.683
H -34.376 8.032 -9.683
H -34.390 9.443 -11.876
H -32.866 9.578 -12.661
H -32.914 10.262 -11.101
H -31.370 7.583 -9.444
H -32.124 9.223 -9.274
H -30.894 8.904 -10.411
H -30.279 7.906 -11.944
C -28.867 11.459 -8.233
C -28.473 12.458 -9.375
C -29.517 13.596 -9.449
C -27.086 13.076 -9.101
C -25.900 12.131 -9.303
C -25.972 11.681 -10.797
C -27.296 10.975 -11.163
C -27.301 10.793 -12.718
C -27.154 9.537 -10.567
N -28.481 11.774 -10.645
O -29.660 11.246 -11.082
H -28.428 10.475 -8.391
H -28.499 11.781 -7.257
H -29.953 11.368 -8.221
H -30.584 13.395 -9.365
H -29.362 14.301 -8.627
H -29.311 14.165 -10.357
H -26.949 14.073 -9.519
H -27.063 13.264 -8.023
H -25.022 12.773 -9.214
H -25.835 11.333 -8.566
H -25.182 10.932 -10.883
H -25.710 12.522 -11.440
H -27.392 11.793 -13.143
H -28.149 10.137 -12.921
H -26.423 10.267 -13.092
H -26.399 8.932 -11.071
H -28.074 8.954 -10.668
H -26.948 9.528 -9.496
H -29.917 11.808 -11.827
C -32.854 5.199 -18.142
C -33.684 6.273 -18.881
C -33.125 6.314 -20.310
C -35.099 5.717 -18.955
C -36.190 6.747 -19.255
C -36.002 8.035 -18.509
C -34.560 8.593 -18.421
C -34.302 9.147 -19.811
C -34.688 9.669 -17.336
N -33.700 7.492 -18.063
O -32.416 7.886 -17.650
H -31.837 5.531 -17.938
H -33.314 5.015 -17.169
H -32.809 4.253 -18.678
H -32.231 6.945 -20.328
H -32.661 5.377 -20.622
H -33.780 6.628 -21.121
H -35.145 5.117 -19.867
H -35.364 5.043 -18.138
H -36.025 6.884 -20.329
H -37.191 6.315 -19.268
H -36.405 7.749 -17.531
H -36.681 8.813 -18.860
H -34.620 8.588 -20.690
H -33.217 9.227 -19.924
H -34.627 10.161 -20.056
H -33.791 10.270 -17.181
H -34.930 9.116 -16.426
H -35.518 10.350 -17.515
H -32.602 8.084 -16.726
C -22.931 0.856 -15.964
C -23.782 1.711 -14.915
C -22.934 2.158 -13.720
C -24.058 3.078 -15.601
C -25.255 3.186 -16.485
C -26.447 2.502 -15.862
C -26.231 0.988 -15.469
C -27.472 0.730 -14.565
C -26.190 0.150 -16.746
N -24.987 0.941 -14.666
O -24.741 -0.330 -14.116
H -23.612 0.612 -16.774
H -22.047 1.367 -16.362
H -22.295 0.097 -15.503
H -22.043 2.603 -14.162
H -23.452 2.766 -12.981
H -22.559 1.302 -13.151
H -24.146 3.867 -14.849
H -23.251 3.415 -16.254
H -25.493 4.187 -16.848
H -25.047 2.615 -17.397
H -27.257 2.594 -16.587
H -26.737 3.037 -14.954
H -27.470 1.220 -13.594
H -27.533 -0.356 -14.449
H -28.416 0.936 -15.074
H -27.122 -0.417 -16.822
H -25.388 -0.588 -16.744
H -26.144 0.636 -17.722
H -24.809 -0.042 -13.201
C -26.087 2.967 -10.951
C -26.590 4.333 -10.518
C -25.519 5.418 -10.627
C -27.648 4.947 -11.444
C -29.047 4.329 -11.326
C -29.442 4.262 -9.857
C -28.419 3.823 -8.807
C -28.840 4.639 -7.528
C -28.405 2.313 -8.609
N -27.082 4.373 -9.119
O -26.031 3.973 -8.190
H -25.318 2.971 -11.725
H -25.552 2.424 -10.167
H -26.824 2.219 -11.249
H -25.736 6.444 -10.329
H -24.613 5.327 -10.014
H -24.982 5.342 -11.576
H -27.882 6.010 -11.552
H -27.396 4.872 -12.507
H -29.761 4.971 -11.841
H -29.098 3.372 -11.850
H -30.249 3.524 -9.900
H -30.020 5.133 -9.545
H -28.346 4.250 -6.636
H -29.892 4.465 -7.289
H -28.713 5.704 -7.711
H -29.297 1.725 -8.392
H -27.900 2.190 -7.646
H -27.809 1.852 -9.393
H -26.162 4.691 -7.563
C -28.316 0.198 -22.439
C -29.712 0.741 -22.114
C -30.421 1.026 -23.445
C -30.500 -0.289 -21.255
C -30.271 -0.327 -19.765
C -30.433 1.148 -19.355
C -29.454 2.137 -19.965
C -29.837 3.549 -19.313
C -28.020 1.907 -19.439
N -29.652 2.028 -21.400
O -29.011 3.119 -22.024
H -27.466 0.791 -22.098
H -28.162 -0.795 -22.012
H -28.110 0.028 -23.497
H -30.039 1.885 -23.999
H -30.503 0.116 -24.041
H -31.453 1.390 -23.409
H -31.579 -0.217 -21.390
H -30.216 -1.289 -21.594
H -31.036 -0.941 -19.288
H -29.361 -0.803 -19.395
H -30.469 1.175 -18.261
H -31.475 1.408 -19.553
H -30.895 3.676 -19.080
H -29.472 4.400 -19.885
H -29.472 3.584 -18.284
H -27.208 2.605 -19.648
H -27.675 0.916 -19.741
H -28.116 1.892 -18.353
H -28.098 3.125 -21.705
C -24.644 7.027 -14.350
C -23.194 7.511 -14.600
C -22.446 7.682 -13.279
C -22.558 6.424 -15.481
C -21.142 6.868 -15.889
C -21.285 8.104 -16.772
C -22.047 9.277 -16.170
C -21.201 10.061 -15.103
C -22.398 10.151 -17.377
N -23.291 8.727 -15.497
O -24.146 9.680 -14.919
H -24.572 6.020 -13.941
H -25.275 7.032 -15.240
H -25.145 7.746 -13.699
H -22.344 6.821 -12.617
H -23.108 8.376 -12.756
H -21.441 8.077 -13.413
H -22.634 5.478 -14.941
H -23.206 6.316 -16.354
H -20.626 6.057 -16.404
H -20.553 7.164 -15.021
H -21.799 7.865 -17.706
H -20.282 8.348 -17.128
H -21.723 10.239 -14.163
H -20.334 9.500 -14.744
H -20.789 10.983 -15.516
H -23.196 9.636 -17.913
H -22.893 11.043 -16.985
H -21.510 10.404 -17.952
H -24.863 9.759 -15.556
C -26.330 12.559 -16.513
C -26.821 11.444 -17.444
C -26.211 11.476 -18.881
O -26.390 10.240 -16.892
H -25.243 12.480 -16.580
H -26.807 12.503 -15.538
H -26.497 13.567 -16.897
H -27.910 11.354 -17.476
H -26.689 10.776 -19.567
H -25.177 11.147 -18.770
H -26.264 12.441 -19.387
H -26.829 9.477 -17.280
C -28.260 5.914 -15.023
C -29.167 6.820 -15.864
C -28.835 8.271 -15.638
O -28.948 6.402 -17.205
H -28.730 4.927 -15.001
H -28.132 6.210 -13.983
H -27.307 5.761 -15.532
H -30.170 6.648 -15.470
H -29.661 8.895 -15.982
H -27.890 8.605 -16.063
H -28.732 8.548 -14.587
H -29.775 6.165 -17.636
C -25.867 6.983 -18.700
C -26.582 7.655 -19.900
C -27.012 6.700 -21.049
O -27.683 8.342 -19.360
H -24.854 6.660 -18.950
H -26.493 6.159 -18.348
H -25.699 7.564 -17.791
H -26.049 8.519 -20.307
H -27.490 7.179 -21.903
H -27.705 5.937 -20.689
H -26.148 6.198 -21.490
H -28.046 7.625 -18.821
C -31.204 11.086 -15.306
C -31.465 12.338 -14.448
C -32.759 13.039 -14.592
O -31.307 11.954 -13.081
H -30.617 10.381 -14.720
H -30.851 11.367 -16.297
H -32.129 10.521 -15.454
H -30.689 13.096 -14.582
H -33.066 13.655 -13.749
H -33.570 12.341 -14.814
H -32.729 13.724 -15.444
H -31.553 11.037 -12.933
*
```